1.
Here is a structure of composition C11H18Cl2InN2O2P at a distorted geometry from the OMol25 dataset. Energies are from the ωB97M-V functional and the def2-TZVPD basis.

Each line ends with the Löwdin charge.
Atoms and positions in Å:
C -2.18480 3.65568 -0.79820  -0.078
C -1.63820 2.28820 -0.61491  -0.906
H -1.80389 4.36526 -0.06328  0.099
H -3.27889 3.65151 -0.72397  0.099
H -1.95538 4.03658 -1.79844  0.098
O -0.79821 1.92434 0.17907  -0.003
Cl -2.41848 1.22403 -1.68901  0.776
In 1.54766 -1.58818 -0.51854  0.621
P 2.14825 0.35529 -2.01395  0.737
C 3.62696 1.14513 -1.32560  -0.229
C 2.69581 -0.43181 -3.55680  -0.227
H 0.34422 1.59254 -3.09389  0.057
H 1.98942 2.23756 -3.43066  0.086
H 1.18816 2.59160 -1.86205  0.069
C 1.32019 1.83744 -2.65150  -0.206
H 1.81606 -0.83764 -4.06708  0.075
H 3.16393 0.36108 -4.15758  0.079
H 4.11482 1.66583 -2.16161  0.085
H 4.30476 0.40175 -0.89381  0.066
H 3.40528 -1.23572 -3.34224  0.067
H 3.32967 1.87268 -0.55814  0.070
C 1.89070 -0.09607 1.37077  0.004
O 2.04836 0.78504 2.08806  0.199
Cl 1.43660 -3.89007 -1.09256  0.091
N -3.42272 -2.61248 4.26609  0.160
C -2.49838 -2.27027 3.34016  -0.290
C -2.82150 -1.43646 2.24465  0.021
C -1.85007 -1.20569 1.26838  -0.122
N -0.59602 -1.69635 1.35895  -0.042
C -0.27875 -2.48238 2.41048  -0.149
C -1.17731 -2.75430 3.44237  0.014
H -4.38297 -2.31906 4.19950  0.121
H -3.22732 -3.24060 5.03483  0.126
H -3.80991 -1.00247 2.15059  0.122
H -2.10077 -0.61246 0.37269  0.074
H 0.72321 -2.92087 2.40397  0.108
H -0.85048 -3.35862 4.28327  0.125

E_LUMO = -8.673 eV
Net charge = +2
Orbital gap = 5.560 eV
E_HOMO = -0.52304 Eh
Largest force on an atom = 4.1 eV Å⁻¹


2.
Here is a structure of composition C37H32N2OP2S2Zn from the OMol25 dataset. Energies are from the ωB97M-V functional and the def2-TZVPD basis.

Each line ends with the Löwdin charge.
Atoms and positions in Å:
Zn 0.40677 1.60207 -0.91513  0.465
O -0.91089 -0.36452 2.41696  -0.432
S -0.04209 0.57210 1.66147  0.879
C 1.53369 0.71406 2.48195  -0.379
C 1.59833 0.36628 3.82109  -0.054
C 2.82193 0.43187 4.47476  -0.022
C 3.95812 0.82829 3.78312  -0.026
C 3.89070 1.13652 2.43009  -0.076
C 2.67519 1.07582 1.75446  -0.324
P 2.62942 1.25629 -0.05564  0.992
C 3.85526 2.47664 -0.55656  -0.414
C 4.31512 3.47410 0.29654  -0.118
C 5.21634 4.41822 -0.17303  -0.053
C 5.65184 4.37124 -1.49041  -0.048
C 5.18690 3.37862 -2.34603  -0.051
C 4.28374 2.43520 -1.88361  -0.084
C 3.16434 -0.32837 -0.73937  -0.369
C 4.43740 -0.83012 -0.46054  -0.064
C 4.85263 -2.01587 -1.04308  -0.042
C 4.00492 -2.70644 -1.90566  -0.043
C 2.73929 -2.21653 -2.18653  -0.054
C 2.32268 -1.02613 -1.60219  -0.109
C -0.83689 2.18106 1.94826  -0.372
C -0.68537 2.84357 3.15719  -0.044
C -1.61232 3.80951 3.52545  -0.034
C -2.71136 4.07090 2.71607  -0.034
C -2.84976 3.42583 1.49554  -0.069
C -1.88787 2.51766 1.06760  -0.375
P -1.97317 1.77440 -0.59898  1.026
C -3.40607 0.67736 -0.57450  -0.335
C -3.71990 -0.00851 0.60018  -0.071
C -4.85671 -0.80026 0.64151  -0.045
C -5.66722 -0.92082 -0.48053  -0.045
C -5.34713 -0.24485 -1.65075  -0.053
C -4.21523 0.55287 -1.70440  -0.073
C -2.30115 3.01324 -1.89161  -0.392
C -1.98440 2.59671 -3.18976  -0.136
C -2.20603 3.43276 -4.27467  -0.053
C -2.72844 4.70556 -4.06923  -0.058
C -3.02000 5.13243 -2.78339  -0.074
C -2.80737 4.29428 -1.69489  -0.083
H 0.69846 0.03276 4.32616  0.127
H 2.88822 0.16544 5.52360  0.126
H 4.91166 0.88080 4.29333  0.124
H 4.79461 1.41508 1.90164  0.110
H 3.97397 3.52221 1.32369  0.105
H 5.57970 5.19373 0.49128  0.117
H 6.35989 5.10972 -1.84979  0.118
H 5.53824 3.33356 -3.36903  0.117
H 3.92704 1.65828 -2.55156  0.114
H 5.10552 -0.29344 0.20314  0.111
H 5.84264 -2.40234 -0.83169  0.120
H 4.33614 -3.63274 -2.36158  0.121
H 2.08022 -2.75556 -2.85842  0.118
H 1.32753 -0.64887 -1.82037  0.064
H 0.12633 2.59006 3.82910  0.116
H -1.50068 4.32446 4.47263  0.123
H -3.46847 4.77523 3.04217  0.123
H -3.72443 3.61677 0.88594  0.117
H -3.08214 0.05793 1.47170  0.088
H -5.11016 -1.32424 1.55523  0.120
H -6.55050 -1.54934 -0.44355  0.120
H -5.98233 -0.33447 -2.52311  0.117
H -3.98182 1.08424 -2.61721  0.097
H -1.57664 1.60298 -3.35977  0.103
H -1.97466 3.09288 -5.27671  0.119
H -2.90987 5.35769 -4.91538  0.118
H -3.42552 6.12593 -2.62055  0.118
H -3.03898 4.65011 -0.70215  0.088
N -0.08536 6.32998 0.37908  0.136
C 0.22519 5.58997 -0.68466  -0.840
N -0.00743 6.09187 -1.89148  0.143
S 0.96030 4.05793 -0.46822  0.673
H -0.37717 7.29107 0.30502  0.128
H 0.11740 5.96045 1.29091  0.103
H -0.37035 7.02117 -2.02673  0.131
H 0.25507 5.55954 -2.69980  0.111

E_LUMO = -5.931 eV
Net charge = +2
Orbital gap = 7.761 eV
E_HOMO = -0.50319 Eh
Largest force on an atom = 0.8 eV Å⁻¹


3.
Here is a cluster of 2 separate species, C7H13O2 in total from the OMol25 dataset. Energies are from the ωB97M-V functional and the def2-TZVPD basis.

Each line ends with the Löwdin charge.
Atoms and positions in Å:
C -0.26924 -2.07742 -0.80754  -0.227
C 0.82435 -1.02138 -0.64491  -0.226
C -1.55029 -1.28231 -0.52499  -0.211
C 0.24133 0.18483 -1.39191  -0.203
C -1.28314 0.12741 -1.11361  -0.191
H -0.14613 -2.95260 -0.14094  0.101
H -0.27120 -2.44682 -1.85109  0.100
H 1.81081 -1.33781 -1.03506  0.099
H 0.94799 -0.78242 0.42889  0.098
H -1.69459 -1.21096 0.57024  0.099
H -2.45415 -1.75662 -0.95336  0.093
H 0.43031 0.06165 -2.47569  0.095
H 0.69406 1.14512 -1.07834  0.100
H -1.85676 0.28435 -2.04730  0.093
H -1.58647 0.91386 -0.39602  0.089
O -0.43004 0.46876 2.14338  -0.106
O -0.62205 2.55653 1.25940  -0.112
C 0.00336 1.60169 1.79669  -0.785
C 1.52068 1.84012 2.03022  -0.063
H 2.07093 1.51081 1.13279  0.050
H 1.73448 2.90853 2.20166  0.053
H 1.88569 1.26471 2.89756  0.054

E_LUMO = 3.918 eV
Net charge = -1
Orbital gap = 8.077 eV
E_HOMO = -0.15284 Eh
Largest force on an atom = 0.7 eV Å⁻¹


What is the E_LUMO in the second record?
-5.931 eV


Which formula does entry 2 have?
C37H32N2OP2S2Zn